Below is an isolated molecule of C5H4ClN3O3 in a non-equilibrium geometry, with properties calculated with ωB97M-V with the def2-TZVPD basis set.

Each line ends with the natural charge from an NBO analysis.
Positions of all 16 atoms, in Å:
C: 3.1341 0.1898 0.0064  0.710
C: -0.5810 -0.9484 -0.0485  0.044
C: 2.0223 0.9482 0.0956  -0.053
C: -1.8128 -1.4198 -0.6848  0.327
C: -1.4888 1.2777 0.3875  -0.398
N: 0.7461 1.0475 0.2513  -0.208
N: -0.3623 0.3971 0.1801  -0.039
N: 0.4589 -1.7523 0.2858  -0.001
O: -2.1278 -2.5947 -0.4788  -0.465
O: 0.5143 -2.9758 0.1312  -0.305
O: 4.1014 -0.4294 0.2274  -0.365
Cl: 2.8068 2.6225 -0.2144  -0.052
H: -2.1804 -0.6726 -1.2846  0.125
H: -1.4282 2.0335 -0.4244  0.227
H: -2.4088 0.5805 0.2049  0.216
H: -1.3939 1.6962 1.3653  0.238

As for the multiplicity: 1. The LUMO energy (alpha / beta) is -1.82 / -1.54 eV. The net charge is 0. As for the HOMO energy (alpha / beta): -8.079 / -8.599 eV. The relative energy (zero: lowest compared OMol25 entry of this formula, charge and spin) is 94.9 kcal/mol. The value obtained for the frontier orbital gap (alpha / beta) is 6.258 / 7.063 eV.



Below is a structure of composition C4H10N4 in a non-equilibrium geometry, with properties calculated with ωB97M-V with the def2-TZVPD basis set.

Each line ends with the natural charge from an NBO analysis.
Positions of all 18 atoms, in Å:
C: 0.2577 -1.6907 -0.5890  -0.390
N: 0.4146 -0.3395 -0.0903  -0.461
C: 0.7627 0.7737 -0.6576  0.655
C: -0.9308 0.1740 1.0016  0.381
N: 1.8816 0.0339 -1.9389  -0.971
N: -0.6490 -0.2180 2.2798  -0.850
C: -2.0320 0.7698 0.5601  -0.576
N: 0.9441 1.9830 -0.4713  -0.738
H: 1.7017 0.6810 -2.7069  0.348
H: 2.8446 0.2039 -1.6522  0.350
H: -1.1424 0.2544 3.0234  0.405
H: -0.0721 -1.0352 2.4010  0.405
H: 0.3239 2.4764 0.1568  0.365
H: -0.4362 -1.7587 -1.4268  0.200
H: 1.2194 -2.0876 -0.8991  0.240
H: -0.1032 -2.3103 0.2364  0.190
H: -2.0979 1.1734 -0.4372  0.226
H: -2.8865 0.9165 1.2102  0.219

As for the multiplicity: 1. The LUMO energy is 0.78 eV. The net charge is 0. As for the HOMO energy: -8.536 eV. The relative energy (zero: lowest compared OMol25 entry of this formula, charge and spin) is 96.3 kcal/mol. The value obtained for the frontier orbital gap is 9.316 eV.



Below is a structure of composition CB4CaF19O3S in a non-equilibrium geometry, with properties calculated with ωB97M-V with the def2-TZVPD basis set.

Each line ends with the natural charge from an NBO analysis.
Positions of all 29 atoms, in Å:
Ca: 0.4773 -0.6704 0.1347  1.846
B: 2.0659 2.0406 -0.4505  1.331
F: 2.7508 1.4959 0.6664  -0.584
F: 1.3845 0.9753 -1.0174  -0.587
F: 1.1479 2.9887 -0.0688  -0.559
F: 3.0466 2.4286 -1.3509  -0.574
B: 0.0001 -1.6542 2.8684  1.340
F: 0.9980 -2.4031 3.5121  -0.568
F: -1.1013 -1.5115 3.6513  -0.554
F: 0.4049 -0.3488 2.4157  -0.595
F: -0.3068 -2.2947 1.6328  -0.587
B: -0.6976 -1.7082 -2.3987  1.306
F: -1.8725 -1.3386 -2.9445  -0.558
F: 0.2641 -0.6977 -2.3731  -0.573
F: -1.0551 -1.9805 -1.0963  -0.584
F: -0.0638 -2.7900 -2.9353  -0.559
B: 2.6180 -2.4709 -0.4348  1.306
F: 3.5349 -3.3487 0.1259  -0.564
F: 2.6834 -1.2360 0.0478  -0.568
F: 2.6095 -2.2021 -1.8380  -0.573
F: 1.3785 -2.9000 -0.1246  -0.566
C: -2.3908 3.3091 -0.1732  0.730
F: -1.5321 4.1156 0.5065  -0.333
F: -3.5812 3.8600 0.0957  -0.352
F: -2.2205 3.2347 -1.4673  -0.310
S: -2.5611 1.5190 0.6072  2.320
O: -1.4237 0.7180 0.2385  -1.033
O: -2.7021 1.7480 2.0709  -0.999
O: -3.8559 1.1217 0.0996  -0.998

As for the multiplicity: 1. The LUMO energy is 7.14 eV. The net charge is -3. As for the HOMO energy: -1.428 eV. The relative energy (zero: lowest compared OMol25 entry of this formula, charge and spin) is 18.0 kcal/mol. The value obtained for the frontier orbital gap is 8.569 eV.



Below is a cluster of 7 separate species, C18H21F4N3O12 in total in a non-equilibrium geometry, with properties calculated with ωB97M-V with the def2-TZVPD basis set.

Each line ends with the natural charge from an NBO analysis.
Positions of all 58 atoms, in Å:
C: 11.1165 1.3972 1.7616  -0.128
C: 12.5974 1.2261 1.6277  0.443
O: 13.0892 2.3204 2.3667  -0.457
C: 12.1759 2.7775 3.1301  0.970
O: 12.3108 3.7818 3.9579  -0.601
O: 11.0526 2.1245 2.8889  -0.466
F: 13.1073 1.2395 0.3596  -0.325
H: 10.5360 0.4749 1.7878  0.210
H: 10.6918 1.9190 0.9040  0.196
H: 12.8393 0.2207 1.9724  0.158
C: -7.9969 0.3516 3.9499  -0.143
C: -8.0541 -1.1054 4.2721  0.439
O: -6.7387 -1.5035 3.7883  -0.494
C: -6.4290 -0.6532 2.7810  0.949
O: -5.8647 -1.0413 1.8038  -0.548
O: -7.1740 0.4694 2.8056  -0.468
F: -9.0201 -1.7660 3.6968  -0.310
H: -7.5643 0.9397 4.7592  0.199
H: -8.9700 0.7838 3.7167  0.216
H: -8.1355 -1.2816 5.3446  0.161
C: -4.7621 2.1619 -6.0631  -0.136
C: -3.9307 2.3439 -7.2975  0.426
O: -2.9182 1.3250 -7.2316  -0.471
C: -2.9961 0.8001 -6.0259  0.959
O: -2.4096 -0.1531 -5.6566  -0.566
O: -3.7833 1.4783 -5.2747  -0.472
F: -3.3580 3.5685 -7.3967  -0.338
H: -5.6557 1.5676 -6.2534  0.201
H: -5.0870 3.0844 -5.5818  0.230
H: -4.5775 2.4119 -8.1722  0.168
C: -3.5240 -7.3036 5.1050  -0.127
C: -3.1855 -7.7568 3.6850  0.436
O: -2.1429 -6.7978 3.3553  -0.502
C: -2.2786 -5.7044 4.1678  0.969
O: -1.7280 -4.5997 3.9602  -0.586
O: -3.0866 -5.9832 5.1334  -0.462
F: -4.0928 -7.2507 2.9281  -0.319
H: -3.0357 -7.8535 5.9095  0.197
H: -4.5943 -7.4750 5.2205  0.212
H: -2.9926 -8.8146 3.5066  0.183
C: 1.5860 -0.9003 -1.1532  -0.714
C: 2.7266 -0.3796 -0.3425  0.288
N: 3.6343 -0.0562 0.3025  -0.343
H: 1.8509 -1.8791 -1.5532  0.259
H: 1.4085 -0.2486 -2.0087  0.251
H: 0.7050 -0.7892 -0.5211  0.260
C: -1.0163 3.9668 2.3087  -0.740
C: -2.0468 4.9098 1.9855  0.285
N: -2.7850 5.7225 1.6894  -0.323
H: -1.4522 3.0407 1.9339  0.256
H: -0.8136 3.6799 3.3405  0.260
H: -0.0244 4.1227 1.8846  0.261
C: 3.6008 2.3858 -7.2244  -0.719
C: 4.1099 3.7515 -7.3200  0.283
N: 4.5052 4.8191 -7.4431  -0.329
H: 4.1065 1.9625 -6.3565  0.253
H: 3.9593 1.8129 -8.0796  0.254
H: 2.5149 2.3549 -7.1351  0.258

As for the multiplicity: 1. The LUMO energy is 0.29 eV. The net charge is 0. As for the HOMO energy: -10.737 eV. The relative energy (zero: lowest compared OMol25 entry of this formula, charge and spin) is 73.3 kcal/mol. The value obtained for the frontier orbital gap is 11.023 eV. As for the SMILES: O=C1OC[C@@H](F)O1.O=C1OC[C@@H](F)O1.O=C1OC[C@@H](F)O1.O=C1OC[C@@H](F)O1.CC#N.CC#N.CC#N.



Below is a structure of composition CH2IN in a non-equilibrium geometry, with properties calculated with ωB97M-V with the def2-TZVPD basis set.

Each line ends with the natural charge from an NBO analysis.
Positions of all 5 atoms, in Å:
C: 1.0313 -0.1330 0.0431  -0.016
N: 0.4423 0.9438 0.0228  -0.603
I: 3.1565 0.0144 -0.0001  0.065
H: 0.7025 -1.1673 0.1114  0.190
H: -0.8671 1.0378 -0.1055  0.365

As for the multiplicity: 1. The LUMO energy is 0.31 eV. The net charge is 0. As for the HOMO energy: -9.603 eV. The relative energy (zero: lowest compared OMol25 entry of this formula, charge and spin) is 24.0 kcal/mol. The value obtained for the frontier orbital gap is 9.913 eV.